1.
The following is a DFT calculation (ωB97M-V/def2-TZVPD) of a structure of composition C3H11NO4.

Structure (ORCA input):
```
! RIJCOSX wB97M-V def2-TZVPD def2/J DEFGRID3
* xyz 0 1
H -0.0189 1.0199 0.9638
O -0.4300 0.5672 2.0240
O 0.0674 1.3923 -0.2136
H -0.7778 1.3281 2.6748
H -1.4395 0.4274 1.5398
C 0.8187 0.7473 -0.9536
O 1.0508 0.9795 -2.1199
C 1.5190 -0.4899 -0.1375
H 2.3797 -1.0611 -0.4646
N 0.3566 -1.2066 0.4118
H 0.6186 -1.5373 1.3634
H 1.8516 0.1337 0.6612
C 0.0373 -2.4478 -0.4477
H -0.3084 -3.2509 0.2305
H -0.7238 -2.1701 -1.0804
H 0.8567 -3.0435 -0.9016
O -2.4768 0.5236 0.4734
H -3.1475 1.1882 0.3543
H -1.7285 0.8539 -0.3033
*
```

The LUMO energy is 0.1 eV. The energy above the lowest of the compared OMol25 structures with the same formula, charge and spin is 86.9 kcal per mole. The largest force on an atom is 6.2 eV/Å.

***

2.
The following is a DFT calculation (ωB97M-V/def2-TZVPD) of a cluster of 3 separate species, C3H11NO4 in total.

Structure (ORCA input):
```
! RIJCOSX wB97M-V def2-TZVPD def2/J DEFGRID3
* xyz 0 1
C -0.3244 0.2859 -1.6976
N -1.4897 0.6944 -0.9869
C -1.9921 0.0038 0.0671
C -1.3648 -0.5399 1.2836
O -0.8365 0.3604 2.3233
O -0.2832 -1.5049 1.0914
H 0.6034 0.3906 -1.0859
H -0.2827 0.8322 -2.7057
H -0.4700 -0.8717 -1.8381
H -1.6486 1.7726 -0.8862
H -2.1716 -1.0246 1.8561
H -2.9967 -0.4030 -0.1401
H 0.0666 0.1247 2.2920
H 2.7668 1.5984 1.0222
H 2.3185 0.1914 0.3263
O 2.1250 0.9273 1.0107
H 3.2839 -0.8034 -1.3269
H 0.2415 -1.3327 0.2296
O 2.4544 -0.7014 -0.8349
*
```

The LUMO energy is -3.9 eV. The energy above the lowest of the compared OMol25 structures with the same formula, charge and spin is 195.2 kcal per mole. The largest force on an atom is 4.6 eV/Å.

***

3.
The following is a DFT calculation (ωB97M-V/def2-TZVPD) of the ion C3H11NOP with charge +1.

Structure (ORCA input):
```
! RIJCOSX wB97M-V def2-TZVPD def2/J DEFGRID3
* xyz 1 1
C 2.1235 0.0652 -0.0248
N 0.9696 0.8797 0.2614
P -0.4606 0.1821 -0.1954
C -1.9017 1.0887 0.6383
C -0.5163 -1.6596 0.0521
O -0.7054 0.4720 -1.7242
H 2.1132 -0.4317 -1.0967
H 3.0677 0.5966 0.1039
H 2.1676 -0.8369 0.5772
H 1.0190 1.3357 1.2425
H -2.3197 1.5415 -0.3235
H -1.5482 1.8586 1.2522
H -2.6302 0.4494 1.1733
H 0.1037 -2.1183 -0.6821
H -1.4334 -2.0583 0.0705
H -0.1172 -1.7817 0.9955
H 0.0684 0.4170 -2.3202
*
```

The LUMO energy is -3.1 eV. The energy above the lowest of the compared OMol25 structures with the same formula, charge and spin is 14.3 kcal per mole. As for the SMILES: C[NH+]=P(C)(C)O. The largest force on an atom is 4.5 eV/Å.

***

> Number 1 is which compound?

C3H11NO4

***

> Which of these has the lowest largest force on an atom?

C3H11NOP

***

> Which value of LUMO does entry 2 give?

-3.9 eV